Molecular formula: C30H33N12ORuS2
Method: DFT, ωB97M-V/def2-TZVPD

Computed properties:
Kohn-Sham gap (alpha / beta)	7.114 / 7.205	eV
lowest unoccupied orbital energy (alpha / beta)	-5.7 / -5.7	eV
net charge	+2
HOMO (alpha / beta)	-0.471 / -0.476	Ha
electronic energy	-2786.29042	hartree
<S²>	0.7590
ΔE to the lowest compared entry with this formula, charge and spin	5.00	kcal per mole
spin multiplicity	2

Last column: Mulliken spin population.
Atoms and positions in Å:
Ru1 -0.40 0.24 0.05  0.967
C1 -1.77 0.11 4.12  0.004
C2 -0.64 0.29 4.91  -0.003
C3 0.59 0.32 4.30  0.006
C4 0.70 0.21 2.91  -0.006
N1 -0.41 0.07 2.14  -0.010
C5 -1.60 0.00 2.76  -0.002
N2 1.98 0.23 2.41  0.022
C6 2.35 0.23 1.20  0.024
N3 1.56 0.24 0.06  -0.052
C7 2.36 0.27 -1.06  0.016
N4 2.02 0.31 -2.29  0.025
C8 0.75 0.28 -2.80  -0.004
C9 0.66 0.36 -4.20  0.011
C10 -0.56 0.33 -4.83  -0.005
C11 -1.70 0.18 -4.05  0.007
C12 -1.56 0.10 -2.69  0.002
N5 -0.38 0.17 -2.05  -0.005
C13 3.77 0.28 -0.61  0.000
C14 4.96 0.30 -1.33  -0.001
C15 6.14 0.31 -0.60  0.002
C16 6.13 0.28 0.79  0.001
C17 4.93 0.24 1.50  0.000
C18 3.76 0.25 0.77  0.003
H1 -2.76 0.06 4.55  0.000
H2 -0.73 0.39 5.98  0.000
H3 1.51 0.43 4.85  0.000
H4 -2.46 -0.15 2.12  -0.002
H5 1.59 0.43 -4.74  0.000
H6 -0.63 0.41 -5.91  0.000
H7 -2.69 0.14 -4.50  0.000
H8 -2.43 -0.03 -2.06  -0.006
H9 4.95 0.31 -2.41  0.000
H10 7.09 0.33 -1.12  0.000
H11 7.07 0.29 1.33  0.000
H12 4.91 0.21 2.59  0.000
C19 -5.66 -1.11 -0.21  0.000
N6 -4.40 -0.40 0.00  -0.009
C20 -4.19 0.91 0.16  0.008
S1 -2.60 1.59 0.06  0.029
N7 -5.17 1.80 0.36  0.000
C21 -6.59 1.60 0.61  0.002
H13 -5.42 -2.08 -0.62  0.000
H14 -6.28 -0.59 -0.93  0.000
H15 -6.21 -1.25 0.71  0.000
H16 -3.55 -0.96 -0.03  0.002
H17 -4.84 2.75 0.39  0.000
H18 -7.15 1.41 -0.31  0.000
H19 -6.98 2.52 1.05  0.000
H20 -6.77 0.79 1.31  0.000
C22 2.91 3.53 1.46  -0.001
N8 2.67 3.48 0.02  -0.004
C23 3.60 3.77 -0.95  -0.001
C24 3.00 3.62 -2.15  -0.003
N9 1.70 3.25 -1.88  -0.004
C25 1.50 3.15 -0.55  0.008
S2 0.01 2.80 0.24  -0.050
H21 3.95 3.30 1.66  0.000
H22 2.27 2.81 1.96  0.001
H23 2.68 4.52 1.85  0.000
H24 4.61 4.08 -0.71  0.000
H25 3.37 3.73 -3.15  0.000
H26 0.98 3.06 -2.56  0.001
C26 -2.89 -4.18 0.31  0.001
N10 -1.46 -3.91 0.16  0.000
C27 -0.54 -4.91 0.19  0.001
C28 0.77 -4.67 0.01  0.000
C29 1.16 -3.31 -0.21  0.008
N11 0.25 -2.34 -0.19  0.013
C30 -1.03 -2.62 0.00  0.002
O1 -1.87 -1.68 0.03  0.004
N12 2.43 -3.00 -0.45  0.001
H27 -3.05 -5.25 0.35  0.000
H28 -3.42 -3.76 -0.55  0.000
H29 -3.27 -3.70 1.21  0.000
H30 -0.92 -5.91 0.35  0.000
H31 1.50 -5.46 0.04  0.000
H32 3.13 -3.72 -0.48  0.000
H33 2.70 -2.06 -0.67  0.001

Molecular formula: C4H9N3
Method: DFT, ωB97M-V/def2-TZVPD

Computed properties:
Kohn-Sham gap	9.619	eV
lowest unoccupied orbital energy	0.8	eV
HOMO	-0.324	Ha
electronic energy	-322.01045	hartree
ΔE to the lowest compared entry with this formula, charge and spin	50.14	kcal per mole

Last column: natural (NBO) charge in e.
Atoms and positions in Å:
C1 1.20 -1.30 -0.64  0.235
C2 -0.62 -1.01 1.00  -0.588
C3 -0.50 0.61 -1.23  -0.132
C4 0.46 -0.37 0.10  -0.029
N1 1.81 -1.95 -1.34  -0.336
N2 -1.31 1.52 -0.69  -0.789
N3 1.27 0.64 0.83  -0.840
H1 -0.89 -1.95 0.61  0.224
H2 -0.27 -1.08 1.97  0.214
H3 -1.46 -0.32 0.87  0.185
H4 0.29 0.90 -1.95  0.206
H5 -1.10 -0.23 -1.51  0.182
H6 -1.92 1.05 0.05  0.358
H7 -0.68 2.23 -0.10  0.372
H8 1.65 0.37 1.76  0.370
H9 2.05 0.88 0.26  0.367

Molecular formula: C4H4N
Method: DFT, ωB97M-V/def2-TZVPD

Computed properties:
Kohn-Sham gap	8.528	eV
lowest unoccupied orbital energy	-6.4	eV
net charge	+1
HOMO	-0.548	Ha
electronic energy	-209.03434	hartree
ΔE to the lowest compared entry with this formula, charge and spin	81.70	kcal per mole

Last column: natural (NBO) charge in e.
Atoms and positions in Å:
C1 0.23 -0.43 -0.54  0.517
C2 -0.97 1.52 1.59  -0.057
C3 0.41 -1.76 -0.75  -0.434
C4 -0.20 1.26 0.69  0.056
N1 0.41 0.80 -0.37  -0.529
H1 0.40 -2.45 -2.03  0.405
H2 -1.85 1.88 2.03  0.272
H3 0.41 -1.98 0.30  0.303
H4 1.17 1.15 -0.92  0.466

Molecular formula: C52H72N5O9
Method: DFT, ωB97M-V/def2-TZVPD

Computed properties:
Kohn-Sham gap	7.981	eV
lowest unoccupied orbital energy	-3.3	eV
net charge	+1
HOMO	-0.415	Ha
electronic energy	-2974.93190	hartree

Last column: Löwdin charge in e.
Atoms and positions in Å:
C1 0.20 -1.64 5.09  -0.101
C2 0.30 -2.20 3.67  -0.251
C3 1.69 -2.05 3.11  -0.210
C4 1.87 -2.35 1.61  -0.163
C5 0.82 -1.84 0.59  -0.172
C6 1.55 -1.13 -0.59  -0.175
C7 1.47 0.41 -0.52  -0.195
C8 1.46 1.11 -1.89  -0.167
C9 1.93 2.59 -1.73  -0.194
C10 0.90 3.63 -2.13  -0.199
C11 -0.34 3.84 -1.25  -0.202
C12 -0.15 4.98 -0.27  -0.186
C13 -1.49 5.44 0.32  -0.167
C14 -1.59 5.58 1.83  -0.206
C15 -0.42 6.23 2.53  -0.206
C16 -0.62 6.15 4.03  -0.171
C17 0.02 4.95 4.73  -0.153
C18 1.54 4.78 4.55  -0.089
C19 1.90 3.43 5.04  -0.085
C20 2.17 3.27 6.36  -0.190
C21 2.14 4.39 7.33  0.007
C22 2.49 2.09 6.80  -0.012
N1 2.53 1.08 5.99  0.147
C23 2.28 1.20 4.74  -0.030
C24 1.97 2.36 4.20  -0.123
C25 1.77 2.38 2.72  -0.084
C26 0.42 2.82 2.22  -0.157
C27 -0.73 1.89 2.53  -0.190
O1 -1.92 2.59 2.23  -0.182
C28 -2.53 2.24 1.01  -0.073
H1 1.02 -1.96 5.71  0.069
H2 0.11 -0.57 5.10  0.046
H3 -0.71 -2.03 5.51  0.074
H4 -0.47 -1.73 3.09  0.097
H5 0.08 -3.26 3.74  0.101
H6 2.14 -1.11 3.36  0.060
H7 2.29 -2.79 3.62  0.114
H8 2.80 -1.87 1.32  0.096
H9 1.98 -3.42 1.52  0.108
H10 0.36 -2.72 0.19  0.065
H11 0.08 -1.16 0.97  0.085
H12 2.57 -1.49 -0.63  0.102
H13 1.11 -1.39 -1.54  0.100
H14 2.33 0.79 0.01  0.098
H15 0.59 0.69 0.05  0.077
H16 2.07 0.59 -2.60  0.094
H17 0.46 1.18 -2.30  0.109
H18 2.34 2.73 -0.73  0.095
H19 2.75 2.76 -2.40  0.068
H20 1.36 4.61 -2.19  0.105
H21 0.55 3.38 -3.12  0.101
H22 -0.46 2.92 -0.69  0.071
H23 -1.23 3.95 -1.85  0.118
H24 0.23 5.81 -0.85  0.110
H25 0.57 4.63 0.45  0.080
H26 -1.81 6.32 -0.21  0.113
H27 -2.21 4.68 0.05  0.068
H28 -2.43 6.24 2.01  0.118
H29 -1.85 4.65 2.30  0.084
H30 -0.44 7.27 2.26  0.119
H31 0.54 5.87 2.19  0.088
H32 -1.68 6.04 4.19  0.114
H33 -0.34 7.06 4.55  0.114
H34 -0.47 4.03 4.46  0.109
H35 -0.13 5.08 5.79  0.105
H36 2.02 5.49 5.19  0.111
H37 1.91 4.94 3.55  0.120
H38 1.14 4.74 7.50  0.093
H39 2.51 4.04 8.28  0.089
H40 2.79 5.19 7.03  0.098
H41 2.74 1.91 7.82  0.155
H42 2.79 0.17 6.35  0.193
H43 2.35 0.33 4.12  0.114
H44 2.54 3.00 2.29  0.140
H45 1.91 1.37 2.38  0.106
H46 0.16 3.82 2.50  0.070
H47 0.48 2.82 1.15  0.086
H48 -0.78 1.59 3.57  0.124
H49 -0.59 1.03 1.89  0.099
H50 -1.85 1.77 0.31  0.080
H51 -3.39 1.62 1.15  0.090
H52 -2.89 3.13 0.53  0.071
C29 -1.31 -8.18 3.19  -0.060
C30 -1.69 -6.94 3.69  -0.059
C31 -1.68 -5.83 2.87  -0.009
C32 -1.31 -5.97 1.55  -0.144
C33 -0.92 -7.20 1.03  0.001
C34 -0.93 -8.30 1.86  -0.056
N2 -1.33 -4.80 0.67  -0.321
O2 -1.65 -3.74 1.16  0.056
O3 -1.02 -4.97 -0.50  0.066
H53 -1.32 -9.05 3.83  0.112
H54 -1.99 -6.84 4.73  0.111
H55 -1.98 -4.87 3.26  0.114
H56 -0.63 -7.29 0.00  0.119
H57 -0.63 -9.27 1.47  0.113
C35 3.91 0.67 -9.00  -0.063
C36 4.71 0.09 -8.03  -0.062
C37 4.59 0.47 -6.71  -0.003
C38 3.65 1.44 -6.38  -0.148
C39 2.85 2.03 -7.33  -0.001
C40 2.98 1.64 -8.65  -0.059
N3 3.52 1.84 -4.98  -0.329
O4 4.27 1.33 -4.17  0.075
O5 2.69 2.68 -4.70  0.074
H58 4.00 0.37 -10.04  0.110
H59 5.43 -0.66 -8.31  0.110
H60 5.21 0.02 -5.96  0.119
H61 2.13 2.78 -7.06  0.120
H62 2.36 2.10 -9.41  0.111
C41 -2.81 -2.49 -1.77  -0.072
C42 -3.90 -2.57 -0.92  -0.062
C43 -5.12 -2.02 -1.29  0.000
C44 -5.23 -1.41 -2.52  -0.147
C45 -4.16 -1.32 -3.38  0.005
C46 -2.95 -1.86 -3.00  -0.073
N4 -6.53 -0.85 -2.93  -0.353
O6 -7.45 -0.93 -2.13  0.078
O7 -6.61 -0.34 -4.03  0.084
H63 -1.87 -2.92 -1.48  0.080
H64 -3.80 -3.07 0.03  0.093
H65 -5.97 -2.09 -0.63  0.119
H66 -4.26 -0.84 -4.35  0.124
H67 -2.10 -1.81 -3.68  0.105
C47 -1.42 -7.15 -4.47  -0.069
C48 -1.78 -5.88 -4.04  -0.056
C49 -1.82 -4.83 -4.94  0.003
C50 -1.50 -5.07 -6.26  -0.148
C51 -1.13 -6.32 -6.70  -0.001
C52 -1.08 -7.37 -5.80  -0.063
N5 -1.57 -3.97 -7.22  -0.353
O8 -1.89 -2.87 -6.80  0.072
O9 -1.33 -4.22 -8.38  0.086
H68 -1.39 -7.97 -3.76  0.105
H69 -2.04 -5.71 -3.00  0.095
H70 -2.10 -3.84 -4.61  0.088
H71 -0.87 -6.49 -7.74  0.121
H72 -0.80 -8.35 -6.13  0.109

Question: electronic energy of number 4 (C52H72N5O9)?
Answer: -2974.93190 hartree

Question: Which of these has the highest electronic energy?
Answer: C4H4N

Question: Which of these has the lowest electronic energy?
Answer: C52H72N5O9

Question: Which of these has the lowest electronic energy?
Answer: C52H72N5O9